17
Properties=species:S:1:pos:R:3 method="wB97M-V/def2-TZVPD" multiplicity=1 de_lowest_kcal_mol=81.0 e_homo_ev=-8.3 total_energy_ev=-20606.609 smiles="[H]/N=N/[C@H](NSC)OC" gap_ev=9.222
S 0.453 -1.963 0.724
O -0.371 1.106 0.109
N 0.904 -0.838 -2.430
N 1.269 -0.535 0.326
N 0.146 -0.051 -1.903
C 0.699 0.481 -0.483
C -1.373 1.912 -0.557
C -0.203 -1.499 2.414
H -1.133 -0.962 2.291
H 2.289 -0.545 0.296
H 0.516 -0.903 2.885
H -1.731 2.591 0.261
H -2.152 1.182 -1.098
H -0.995 2.523 -1.336
H 1.562 1.241 -0.826
H -0.349 -2.503 2.665
H 0.467 -1.238 -3.337